The molecule C7H8N2S in a non-equilibrium geometry, computed with ωB97M-V/def2-TZVPD.

Gap between HOMO and LUMO (alpha / beta)   6.064 / 6.221 eV
Total energy   -779.08690 Eh
Spin multiplicity   3

Cartesian coordinates (Å):
C  1.3721  -1.4082  0.0614
C  0.0770  -1.0755  0.0002
C  2.2484  -0.2260  -0.0062
C  0.0800  0.4114  -0.3259
C  3.5729  -0.1078  0.0471
C  -2.1322  0.0999  -0.6052
C  -3.1339  0.5926  0.4349
N  -1.0048  1.0196  -0.6115
N  1.3619  0.9059  -0.2722
S  -1.4874  -1.6969  -0.1205
H  1.7171  -2.4041  0.2759
H  4.0890  0.9054  0.1037
H  4.2428  -0.8812  0.2846
H  -2.5151  -0.2193  -1.6554
H  -2.5844  0.4936  1.3872
H  -4.1638  0.1649  0.4287
H  -3.2342  1.6787  0.3466
H  1.4948  1.7472  0.2266

What are the Löwdin partial charges on each atom? They are as follows, in elementary charge units: number 1, C, carries -0.05; number 2, C, carries -0.55; number 3, C, carries -0.30; number 4, C, carries -0.39; number 5, C, carries 0.06; number 6, C, carries -0.53; number 7, C, carries -0.13; number 8, N, carries 0.07; number 9, N, carries 0.12; number 10, S, carries 0.97; number 11, H, carries 0.11; number 12, H, carries 0.09; number 13, H, carries 0.04; number 14, H, carries 0.12; number 15, H, carries 0.08; number 16, H, carries 0.08; number 17, H, carries 0.07; number 18, H, carries 0.13

=====

C7H8N2S2 as an isolated structure in a non-equilibrium geometry, computed with ωB97M-V/def2-TZVPD.

Gap between HOMO and LUMO   8.166 eV
Total energy   -1177.27599 Eh

Cartesian coordinates (Å):
C  -0.0220  1.6283  2.0206
C  0.2427  0.2592  2.5759
S  0.1791  -1.2027  1.4533
C  -1.3425  -1.0977  0.6944
S  -1.8456  0.4258  0.1153
C  -1.4299  1.5989  1.4678
H  0.0041  2.3469  2.8443
H  0.7182  1.9671  1.3013
H  1.2580  0.2441  2.9743
H  -0.4630  0.0923  3.4118
H  -2.1003  -1.9082  0.8532
H  -2.1171  1.4206  2.3218
H  -1.6520  2.5869  1.0495
C  -1.5638  -2.4600  -0.6374
C  -2.8997  -2.5245  -1.2599
N  -3.9931  -2.5665  -1.6756
C  -1.2722  -3.8361  -0.1830
N  -1.0938  -4.9070  0.2480
H  -0.7481  -1.9438  -1.2356

What are the Löwdin partial charges on each atom? They are as follows, in elementary charge units: number 1, C, carries -0.31; number 2, C, carries -0.47; number 3, S, carries 0.88; number 4, C, carries -0.95; number 5, S, carries 0.88; number 6, C, carries -0.47; number 7, H, carries 0.12; number 8, H, carries 0.11; number 9, H, carries 0.08; number 10, H, carries 0.09; number 11, H, carries 0.05; number 12, H, carries 0.09; number 13, H, carries 0.08; number 14, C, carries -0.26; number 15, C, carries -0.21; number 16, N, carries 0.18; number 17, C, carries -0.21; number 18, N, carries 0.18; number 19, H, carries 0.15

=====

The molecule C7H8N3O2PS in a non-equilibrium geometry, computed with ωB97M-V/def2-TZVPD.

Gap between HOMO and LUMO   6.287 eV
Total energy   -1325.54846 Eh

Cartesian coordinates (Å):
C  1.8380  1.1590  -0.7827
C  1.6426  0.0548  0.0081
C  -0.0352  0.4869  -2.2228
C  0.9084  1.3941  -1.8680
C  -1.7498  -0.9389  -1.2166
C  -0.1487  -0.7615  -1.4499
C  0.5320  -0.8357  -0.1598
N  -2.0297  -0.4697  -0.0270
N  -1.1707  0.0805  0.8097
N  1.0581  2.5582  -2.8204
O  1.9112  3.3435  -2.4930
O  0.3590  2.6506  -3.7973
P  -0.8810  -0.3323  2.4581
S  -2.7229  -1.4697  -2.3917
H  2.6297  1.7764  -0.6877
H  2.3429  -0.0922  0.6856
H  -0.7111  0.4298  -3.0428
H  -0.0652  -1.6457  -2.0618
H  0.6083  -1.6447  0.4262
H  -2.9729  -0.5810  0.2906
H  -1.5727  0.9105  3.0604
H  0.4030  0.4218  2.4947

What are the Löwdin partial charges on each atom? They are as follows, in elementary charge units: number 1, C, carries 0.06; number 2, C, carries -0.05; number 3, C, carries 0.07; number 4, C, carries -0.07; number 5, C, carries -0.83; number 6, C, carries -0.25; number 7, C, carries -0.04; number 8, N, carries -0.12; number 9, N, carries -0.37; number 10, N, carries -0.36; number 11, O, carries 0.09; number 12, O, carries 0.10; number 13, P, carries 0.70; number 14, S, carries 0.66; number 15, H, carries 0.08; number 16, H, carries 0.06; number 17, H, carries 0.11; number 18, H, carries 0.14; number 19, H, carries 0.07; number 20, H, carries 0.14; number 21, H, carries -0.09; number 22, H, carries -0.09

=====

The molecule C7H8N4 in a non-equilibrium geometry, computed with ωB97M-V/def2-TZVPD.

SMILES   CCN(C#N)c1ncccn1
Gap between HOMO and LUMO   9.554 eV
Total energy   -490.51166 Eh

Cartesian coordinates (Å):
C  -1.3701  -1.6266  0.0657
C  3.1298  -0.2668  -0.1044
C  2.4455  -1.4176  -0.3967
C  2.3700  0.6975  0.5697
C  0.5352  -0.3844  0.3842
C  -2.4895  1.0700  -0.6551
C  -1.8112  0.6815  0.6448
N  -2.0211  -2.5560  -0.1065
N  1.1345  -1.4417  -0.1697
N  1.0833  0.7427  0.7065
N  -0.8449  -0.4337  0.4315
H  4.2056  -0.1237  -0.3891
H  2.7936  -2.0723  -1.0974
H  2.7764  1.6279  0.8328
H  -3.2975  0.4805  -0.7971
H  -2.8654  2.0922  -0.7080
H  -1.8264  0.9181  -1.5130
H  -1.3282  1.6551  0.9168
H  -2.6196  0.3571  1.3851

What are the Löwdin partial charges on each atom? They are as follows, in elementary charge units: number 1, C, carries -0.30; number 2, C, carries -0.04; number 3, C, carries -0.11; number 4, C, carries -0.13; number 5, C, carries -0.38; number 6, C, carries -0.09; number 7, C, carries -0.17; number 8, N, carries 0.17; number 9, N, carries 0.14; number 10, N, carries 0.15; number 11, N, carries -0.02; number 12, H, carries 0.12; number 13, H, carries 0.09; number 14, H, carries 0.10; number 15, H, carries 0.03; number 16, H, carries 0.08; number 17, H, carries 0.09; number 18, H, carries 0.12; number 19, H, carries 0.14

=====

An isolated ion of composition C7H8NO4S and charge -1 in a non-equilibrium geometry, computed with ωB97M-V/def2-TZVPD.

SMILES   CN(OS(=O)(=O)[O-])c1ccccc1
Gap between HOMO and LUMO   8.207 eV
Total energy   -1025.42988 Eh
Charge   -1

Cartesian coordinates (Å):
C  -2.3725  1.5456  0.2607
C  -2.6731  0.2470  0.2713
C  -1.1977  2.0629  -0.1392
C  -1.6377  -0.6231  -0.1479
C  -0.1793  1.2822  -0.5455
C  -0.3412  -0.1216  -0.4627
C  0.9078  -2.1763  -0.0517
N  0.6265  -1.0021  -0.8911
O  3.7080  -0.7762  0.3741
O  3.0456  1.5100  -0.1778
O  1.5549  0.2154  1.1681
O  1.8653  -0.3633  -1.2088
S  2.6141  0.2043  0.1676
H  -3.1394  2.2281  0.7054
H  -3.7032  0.1081  0.5811
H  -1.0493  3.1392  0.1627
H  -1.8384  -1.6576  -0.0417
H  0.7986  1.7589  -0.5773
H  0.9951  -1.8034  0.9592
H  0.1419  -3.0721  -0.1538
H  1.8740  -2.7059  -0.2525

What are the Löwdin partial charges on each atom? They are as follows, in elementary charge units: number 1, C, carries -0.20; number 2, C, carries -0.11; number 3, C, carries -0.12; number 4, C, carries -0.01; number 5, C, carries -0.03; number 6, C, carries -0.24; number 7, C, carries -0.08; number 8, N, carries -0.15; number 9, O, carries -0.36; number 10, O, carries -0.32; number 11, O, carries -0.33; number 12, O, carries -0.21; number 13, S, carries 0.41; number 14, H, carries 0.11; number 15, H, carries 0.10; number 16, H, carries 0.13; number 17, H, carries 0.08; number 18, H, carries 0.09; number 19, H, carries 0.06; number 20, H, carries 0.11; number 21, H, carries 0.09

=====

An isolated ion of composition C7H8NO5 and charge -1 in a non-equilibrium geometry, computed with ωB97M-V/def2-TZVPD.

Gap between HOMO and LUMO   6.957 eV
Total energy   -702.26342 Eh
Charge   -1

Cartesian coordinates (Å):
C  1.1207  1.5095  -2.0254
C  0.1210  -0.1833  -0.8498
C  0.1226  1.2546  -1.1108
C  1.0553  -0.7038  -1.6874
C  -0.2285  -2.1887  0.2242
C  -1.8704  2.3256  -1.0346
C  1.9331  -1.5053  1.2059
N  0.4714  -2.9549  -0.8362
O  -0.2901  -3.4551  -1.7107
O  1.7770  0.2787  -2.2561
O  -0.7679  -0.9379  -0.1053
O  -0.5948  2.2909  -0.5918
O  0.6065  -2.1480  1.3803
H  1.5830  2.4270  -2.3204
H  -1.2037  -2.8366  0.6258
H  -2.5777  1.4878  -0.7769
H  -1.9409  2.1597  -2.1146
H  -2.3618  3.2414  -0.6209
H  1.7699  -0.5277  1.6782
H  2.0017  -1.2699  0.1827
H  2.5900  -2.2305  1.7066

What are the Löwdin partial charges on each atom? They are as follows, in elementary charge units: number 1, C, carries -0.05; number 2, C, carries -0.26; number 3, C, carries -0.25; number 4, C, carries -0.10; number 5, C, carries -0.43; number 6, C, carries -0.17; number 7, C, carries -0.05; number 8, N, carries -0.02; number 9, O, carries -0.11; number 10, O, carries -0.08; number 11, O, carries 0.00; number 12, O, carries -0.09; number 13, O, carries -0.17; number 14, H, carries 0.10; number 15, H, carries 0.20; number 16, H, carries 0.09; number 17, H, carries 0.09; number 18, H, carries 0.10; number 19, H, carries 0.09; number 20, H, carries 0.02; number 21, H, carries 0.09

=====

An isolated ion of composition C7H8NS and charge +1 in a non-equilibrium geometry, computed with ωB97M-V/def2-TZVPD.

SMILES   C=CS[n+]1ccccc1
Gap between HOMO and LUMO   9.049 eV
Total energy   -724.15157 Eh
Charge   +1

Cartesian coordinates (Å):
C  -2.6931  -0.2049  -0.1010
C  -2.4574  1.1694  -0.0620
C  -1.7056  -1.1572  0.0632
C  -1.1444  1.5782  0.2253
C  -0.4276  -0.6429  0.3070
C  3.5979  -0.5776  0.1973
C  2.4460  -0.1483  -0.2859
N  -0.1992  0.6562  0.2284
S  1.5402  1.2744  0.1336
H  -3.6606  -0.6582  -0.4518
H  -3.3006  1.8004  -0.3261
H  -1.9953  -2.2409  -0.0113
H  -0.7961  2.6499  0.2585
H  0.5701  -1.1220  0.2616
H  4.1135  -1.4971  -0.2672
H  4.1713  -0.1125  1.0014
H  1.9408  -0.7669  -1.1709

What are the Löwdin partial charges on each atom? They are as follows, in elementary charge units: number 1, C, carries -0.04; number 2, C, carries 0.01; number 3, C, carries 0.00; number 4, C, carries -0.08; number 5, C, carries -0.07; number 6, C, carries -0.01; number 7, C, carries -0.58; number 8, N, carries -0.29; number 9, S, carries 1.04; number 10, H, carries 0.15; number 11, H, carries 0.13; number 12, H, carries 0.15; number 13, H, carries 0.15; number 14, H, carries 0.11; number 15, H, carries 0.12; number 16, H, carries 0.08; number 17, H, carries 0.13

=====

A 2-piece molecular cluster, C7H8O overall in a non-equilibrium geometry, computed with ωB97M-V/def2-TZVPD.

SMILES   C=C=C=C.C#COC
Gap between HOMO and LUMO   9.367 eV
Total energy   -346.52546 Eh

Cartesian coordinates (Å):
C  -1.4418  -1.1739  0.5821
C  1.6133  -0.5025  -0.2526
C  1.2335  0.6276  -0.7443
C  2.2196  -1.5741  0.1826
C  1.0269  1.4734  -1.7304
O  -1.5375  0.0211  -0.1797
C  -1.4530  1.1617  0.5099
C  -1.9374  2.0014  1.2440
H  -1.1573  -1.9513  -0.1254
H  -0.6928  -1.0992  1.3749
H  -2.4059  -1.4028  1.0439
H  3.2660  -1.7607  -0.0153
H  1.7113  -2.3389  0.7516
H  1.8114  1.8283  -2.3800
H  0.0135  1.7875  -1.9362
H  -2.2698  2.9023  1.6751

What are the Löwdin partial charges on each atom? They are as follows, in elementary charge units: number 1, C, carries -0.07; number 2, C, carries -0.13; number 3, C, carries -0.11; number 4, C, carries 0.00; number 5, C, carries 0.03; number 6, O, carries -0.14; number 7, C, carries -0.25; number 8, C, carries 0.13; number 9, H, carries 0.09; number 10, H, carries 0.09; number 11, H, carries 0.10; number 12, H, carries 0.06; number 13, H, carries 0.05; number 14, H, carries 0.06; number 15, H, carries 0.06; number 16, H, carries 0.02

=====

C7H8O as an isolated structure in a non-equilibrium geometry, computed with ωB97M-V/def2-TZVPD.

Gap between HOMO and LUMO   9.542 eV
Total energy   -346.55896 Eh

Cartesian coordinates (Å):
C  1.8194  -0.5744  -0.0802
C  1.9224  1.1096  -0.0562
C  0.5908  1.5316  -0.0389
C  -0.4574  0.5182  -0.3781
C  -1.9314  0.0967  -0.0587
C  -0.9841  -1.4114  -0.0018
C  0.2363  -0.5463  0.2914
H  2.8103  1.8871  0.2602
H  0.6134  2.7426  0.3296
H  -0.3993  0.4381  -1.4101
H  -2.7230  0.0495  -0.7860
H  -2.1350  0.2722  0.9520
H  -0.9462  -2.0534  -0.8179
H  -1.3911  -2.2068  0.6735
H  0.4392  -0.3349  1.3025
O  2.5357  -1.5184  -0.1810

What are the Löwdin partial charges on each atom? They are as follows, in elementary charge units: number 1, C, carries -0.25; number 2, C, carries -0.01; number 3, C, carries -0.09; number 4, C, carries -0.35; number 5, C, carries 0.04; number 6, C, carries -0.05; number 7, C, carries -0.27; number 8, H, carries 0.13; number 9, H, carries 0.16; number 10, H, carries 0.13; number 11, H, carries 0.09; number 12, H, carries 0.07; number 13, H, carries 0.07; number 14, H, carries 0.10; number 15, H, carries 0.13; number 16, O, carries 0.10

=====

The molecule C7H8O in a non-equilibrium geometry, computed with ωB97M-V/def2-TZVPD.

SMILES   COc1ccccc1
Gap between HOMO and LUMO   9.858 eV
Total energy   -346.62604 Eh

Cartesian coordinates (Å):
C  0.7568  1.8232  -1.7051
C  -0.0650  -0.1049  -0.6155
C  1.0420  -0.4589  0.1887
C  0.8417  -1.1458  1.4580
C  -0.5853  -1.4905  1.7302
C  -1.5571  -1.1768  1.0083
C  -1.3251  -0.4428  -0.1972
H  0.2606  2.5205  -0.8606
H  0.6523  2.5414  -2.7315
H  1.6696  1.7885  -1.5120
H  2.1290  0.1037  -0.0195
H  1.6180  -1.4209  1.9489
H  -0.6510  -1.8868  2.6293
H  -2.6923  -1.2980  1.1937
H  -2.2059  -0.0057  -0.7948
O  0.1117  0.6537  -1.7209

What are the Löwdin partial charges on each atom? They are as follows, in elementary charge units: number 1, C, carries -0.15; number 2, C, carries -0.33; number 3, C, carries 0.01; number 4, C, carries 0.03; number 5, C, carries -0.12; number 6, C, carries -0.13; number 7, C, carries 0.00; number 8, H, carries 0.14; number 9, H, carries 0.16; number 10, H, carries -0.03; number 11, H, carries 0.17; number 12, H, carries 0.02; number 13, H, carries 0.06; number 14, H, carries 0.15; number 15, H, carries 0.14; number 16, O, carries -0.10